The following is a quantum chemistry calculation of an isolated molecule of C4H4ClOP at a distorted geometry, from OMol25.

Results
Energy above the lowest of the compared OMol25 structures with the same formula, charge and spin (kcal/mol): 23.3
HOMO energy (eV): -8.830
Kohn-Sham gap (eV): 9.0

Last column: Mulliken charge in e.
Element x y z (Å)
C -0.32128 0.35005 -0.12836  0.09
C -1.08900 -0.87469 -0.21683  -0.55
C 0.90903 0.60498 0.34612  -0.66
C -0.81316 -2.12282 -0.06318  0.62
O -0.54088 -3.27067 -0.11314  -0.39
P 2.30711 -0.41239 0.98376  0.12
Cl 3.52866 -0.39718 -0.61615  -0.19
H -1.01619 1.12361 -0.32641  0.32
H -2.11095 -0.80161 -0.04059  0.27
H 1.32285 1.57058 0.43348  0.39
H 1.72486 -1.72064 0.71998  -0.03